Entry 1:
Density functional theory data (the ωB97M-V functional and the def2-TZVPD basis) for a cluster of 15 separate species, C21H74N28O15 in total.

Structure (XYZ):
```
138
Properties=species:S:1:pos:R:3:forces:R:3:lowdin_charge:R:1
C 37.5587 -10.6529 8.8758 0.628 -0.867 0.866 -0.071
C 36.4236 -9.7550 9.1117 -0.463 2.036 -1.570 -0.506
C 35.9163 -9.6953 10.4907 -2.018 -1.080 1.413 -0.215
O 34.7153 -8.8623 10.5355 0.174 0.557 1.385 -0.206
C 34.4146 -8.3930 11.9086 2.045 0.078 -0.994 -0.069
N 36.8299 -8.4045 8.7149 -0.467 0.017 -0.349 0.049
H 38.0466 -10.5703 7.9046 -0.653 -0.136 -0.193 0.089
H 37.1496 -11.6359 9.1092 0.862 -0.474 -0.199 0.088
H 38.3406 -10.3553 9.5744 0.226 -0.444 0.352 0.082
H 35.5736 -10.0724 8.5076 -0.099 0.165 -0.341 0.146
H 36.6700 -9.4263 11.2307 0.076 0.442 0.042 0.128
H 35.5437 -10.6884 10.7420 0.211 -0.382 0.430 0.128
H 35.2489 -7.7530 12.1957 0.367 0.138 0.072 0.070
H 34.4613 -9.1961 12.6441 -0.668 -0.234 -0.173 0.083
H 33.5782 -7.7000 11.9997 -0.486 -0.777 -0.609 0.080
H 36.1022 -7.8203 9.1013 -0.023 0.643 -0.143 0.058
H 37.6656 -8.2103 9.2478 0.300 0.311 0.046 0.065
C 34.3900 -3.5720 16.7437 -0.102 0.382 0.352 -0.077
C 34.4983 -2.1008 16.3442 -0.918 0.511 0.986 -0.440
C 34.1047 -1.1262 17.5186 1.148 -1.615 -0.991 -0.222
O 34.1922 0.2048 17.0720 -0.771 1.160 1.341 -0.196
C 33.5712 1.1672 18.0136 0.388 -0.567 -1.516 -0.062
N 35.8956 -1.9529 15.9926 0.603 0.021 -0.322 0.033
H 34.4606 -4.1391 15.8155 -0.182 -0.352 0.187 0.075
H 33.4741 -3.7874 17.2941 -0.151 -0.143 -0.284 0.077
H 35.2323 -3.8392 17.3819 0.038 -0.013 0.009 0.075
H 33.7788 -1.9689 15.5362 0.033 0.423 -0.384 0.127
H 34.8724 -1.4287 18.2308 0.317 0.717 0.667 0.117
H 33.1574 -1.3837 17.9925 -0.413 0.111 -0.400 0.120
H 33.9896 1.1063 19.0183 -0.024 -0.150 -0.054 0.085
H 32.4850 1.0772 17.9984 -0.082 -0.591 0.330 0.080
H 33.7158 2.1659 17.6015 0.550 -0.077 -0.002 0.073
H 36.1024 -2.6467 15.2884 0.254 -0.159 -0.018 0.068
H 36.2481 -1.0840 15.6172 -0.664 0.409 0.080 0.066
C 37.2583 -9.2837 16.1747 -3.122 -4.007 -1.284 -0.839
O 36.6279 -10.1798 15.6104 -0.305 0.327 0.050 0.020
N 37.0846 -8.8364 17.3566 -3.007 1.374 6.364 0.161
N 38.2745 -8.7120 15.7189 6.140 2.455 -5.184 0.167
H 36.1649 -8.9459 17.7594 0.322 0.013 0.272 0.126
H 37.6848 -8.0953 17.6893 -0.617 -0.228 0.260 0.108
H 38.5031 -8.9904 14.7753 0.532 0.438 0.146 0.132
H 38.6921 -7.9054 16.1605 0.081 -0.307 -0.650 0.123
C 36.1341 2.7892 12.1743 1.914 0.862 1.024 -0.781
O 37.1498 3.3431 12.5552 0.636 0.594 0.295 0.011
N 35.9652 2.3437 10.9553 -0.333 -1.046 -2.899 0.170
N 35.1078 2.5279 12.9674 -2.253 -0.393 1.677 0.157
H 35.1306 1.8099 10.7588 0.459 0.035 -0.540 0.109
H 36.7450 2.3691 10.3140 -0.344 -0.145 0.127 0.123
H 34.3004 2.1011 12.5361 -0.135 0.232 0.566 0.101
H 34.9928 3.0813 13.8045 0.025 -0.285 -0.240 0.110
C 35.5521 5.6696 21.0965 -0.401 -1.673 1.659 -0.844
O 35.0863 5.0335 22.0039 -2.052 -1.567 2.497 0.016
N 36.8190 5.9040 21.1452 5.015 1.193 -0.203 0.169
N 34.8602 6.0123 20.0725 -2.597 1.799 -4.136 0.186
H 37.3814 6.3825 20.4561 -0.295 -0.128 0.085 0.113
H 37.2913 5.3820 21.8695 0.025 0.337 -0.197 0.122
H 35.2486 6.4637 19.2568 -0.088 0.025 0.188 0.111
H 33.8585 5.8866 20.1045 0.351 -0.022 0.061 0.124
C 27.9439 -3.0550 16.1055 2.536 -0.823 0.984 -0.729
O 28.1439 -3.5120 17.2268 -0.572 0.236 -0.515 0.022
N 28.8749 -3.1015 15.1122 0.818 -0.521 -0.561 0.138
N 26.8959 -2.3777 15.7008 -4.001 1.907 0.138 0.149
H 28.8033 -2.3594 14.4309 0.519 -0.231 0.051 0.092
H 29.7864 -3.4192 15.4093 -0.128 0.151 -0.267 0.103
H 26.5936 -2.1928 14.7550 0.668 -0.263 0.103 0.112
H 26.2171 -2.0770 16.3856 0.200 -0.394 0.029 0.111
C 31.5263 -1.7126 10.7425 -0.865 -1.445 1.073 -0.802
O 32.0660 -0.7881 11.2433 3.057 3.484 0.376 0.049
N 30.2186 -1.8023 10.9164 -3.239 0.053 0.083 0.144
N 32.0586 -2.8095 10.2400 1.638 -2.336 -1.496 0.169
H 29.6609 -2.5737 10.5786 -0.060 0.585 -0.176 0.103
H 29.8411 -0.8812 11.0872 -0.648 -0.469 0.218 0.114
H 32.9812 -2.8320 9.8296 -0.127 0.029 0.372 0.116
H 31.4938 -3.6466 10.2243 0.365 0.227 -0.386 0.106
C 39.3293 2.1085 17.4451 -1.691 0.783 -1.571 -0.863
O 40.2173 1.3976 17.7090 5.123 -2.421 2.177 0.077
N 39.2518 3.4041 17.4817 1.024 4.391 0.894 0.174
N 38.2864 1.5806 16.8877 -4.153 -3.161 -1.699 0.160
H 40.1433 3.8753 17.5398 -0.395 0.322 0.079 0.120
H 38.4570 3.8664 17.0638 0.505 0.091 0.095 0.113
H 37.4340 2.0198 16.5704 0.288 -0.111 0.236 0.110
H 38.3453 0.5761 16.9753 -0.724 0.038 -0.349 0.114
C 37.1216 -2.0716 9.4786 1.275 1.032 -3.130 -0.839
O 36.3020 -1.7393 8.6741 -2.605 0.471 -1.918 0.037
N 36.9882 -2.0000 10.7375 -1.366 -0.148 5.709 0.178
N 38.3680 -2.3280 9.1266 3.299 -1.328 -1.542 0.160
H 36.1778 -1.4976 11.0708 0.277 -0.467 0.430 0.124
H 37.7287 -2.3852 11.3062 -0.519 0.537 0.526 0.114
H 38.6191 -2.3061 8.1486 -0.200 -0.159 0.320 0.115
H 39.0950 -2.5338 9.7969 -0.082 0.138 -0.220 0.100
C 27.0068 1.8733 19.3956 2.779 1.808 0.954 -0.797
O 27.9968 2.6031 19.2426 -0.310 -0.523 0.136 0.000
N 26.0829 1.7354 18.5294 -3.236 0.340 -5.135 0.160
N 26.7031 1.1950 20.4646 1.100 -1.473 4.305 0.165
H 26.2431 2.2764 17.6917 -0.591 -0.430 -0.113 0.115
H 25.3044 1.1024 18.6453 0.257 0.390 -0.364 0.118
H 27.3698 1.3093 21.2146 -0.341 -0.385 0.189 0.125
H 25.8623 0.6554 20.6128 0.409 0.281 -0.078 0.116
C 31.7124 1.6416 24.1893 0.046 3.349 -0.262 -0.861
O 30.6620 1.1822 24.3644 -5.121 -3.942 1.319 0.092
N 32.7240 1.1987 23.5354 3.884 -4.206 -2.751 0.162
N 31.9666 2.8916 24.4633 1.535 5.359 1.505 0.151
H 32.7220 0.2133 23.3138 0.339 0.325 -0.261 0.123
H 33.4898 1.8059 23.2807 -0.096 -0.768 0.014 0.113
H 32.8292 3.2395 24.0696 -0.389 0.654 0.557 0.097
H 31.3576 3.5842 24.8749 -0.164 -0.688 -0.195 0.120
C 28.7253 2.3914 14.3193 1.715 -3.270 -3.704 -0.834
O 28.3326 1.7384 13.3733 -0.085 -0.847 -0.989 0.032
N 29.9525 2.4383 14.7972 3.644 -1.348 -0.048 0.155
N 28.0679 3.2396 14.9408 -6.081 5.511 4.510 0.170
H 30.0370 2.7185 15.7639 1.006 -0.447 -0.444 0.108
H 30.6205 1.9267 14.2384 0.337 -0.095 0.894 0.118
H 27.0765 3.3697 14.7986 0.240 -0.174 0.053 0.134
H 28.4764 3.5514 15.8103 -0.804 0.555 -0.179 0.117
C 35.4321 8.6141 15.4852 -0.728 -3.316 2.548 -0.799
O 35.9076 8.0251 16.4481 0.493 -0.090 0.501 0.005
N 35.9302 9.6284 14.8993 2.852 4.168 -1.713 0.172
N 34.2964 8.2359 14.9225 -2.305 -0.918 -0.814 0.152
H 36.8229 9.9444 15.2506 -0.290 0.372 -0.370 0.132
H 35.3867 10.1195 14.2040 0.694 0.218 0.252 0.120
H 34.1123 8.6435 14.0170 -0.595 -0.814 0.168 0.104
H 33.9113 7.3607 15.2480 -0.129 0.297 -0.475 0.116
C 39.9997 -5.1238 19.5227 2.419 1.070 -1.017 -0.753
O 40.8556 -4.6935 18.7240 -1.312 -0.598 0.794 0.001
N 40.0731 -6.3200 20.0703 1.401 -3.661 0.459 0.145
N 39.0366 -4.3921 20.0329 -1.946 2.534 -0.109 0.157
H 40.9679 -6.7661 19.9272 -0.319 -0.217 -0.088 0.114
H 39.3989 -6.8358 20.6175 0.011 0.626 -0.129 0.107
H 38.4620 -4.6524 20.8217 0.342 0.182 -0.277 0.112
H 39.1214 -3.4350 19.7218 -0.632 0.035 0.332 0.120
C 40.6752 -0.9079 13.2336 -0.326 -0.819 -1.859 -0.851
O 40.6582 -1.8321 12.4793 0.318 -3.389 -2.325 0.028
N 40.3469 0.2792 12.8258 -0.898 3.634 -0.319 0.172
N 40.9856 -0.9992 14.4741 1.199 -0.522 5.096 0.186
H 40.3473 0.4631 11.8327 -0.444 0.279 0.538 0.124
H 40.0884 0.8902 13.5873 -0.044 0.890 -1.075 0.108
H 40.9941 -0.1915 15.0804 0.199 -0.319 0.047 0.110
H 41.2904 -1.8852 14.8513 -0.235 0.244 -0.095 0.129
```
Forces are in eV/Å.

Charge = 0
HOMO-LUMO gap = 0.3271 hartree
DFT total energy = -95416.0767 eV
E_LUMO = -0.20 eV
Relative energy (zero: lowest compared OMol25 entry of this formula, charge and spin) = 255.25 kcal per mole



Entry 2:
Density functional theory data (the ωB97M-V functional and the def2-TZVPD basis) for a cluster of 4 separate species, C50H85F4O6PSSi in total.

Structure (XYZ):
```
148
Properties=species:S:1:pos:R:3:forces:R:3:lowdin_charge:R:1
C 10.6607 -4.9290 -0.2961 -0.343 -0.185 0.261 -0.120
O 12.0028 -4.7108 -0.8732 -2.397 0.663 -0.924 -0.269
C 11.8652 -3.8114 -2.0353 1.279 0.794 0.033 -0.224
C 12.1912 -2.2931 -1.5093 -0.668 0.984 0.482 -0.178
C 10.9167 -1.2411 -1.7170 0.575 -0.664 -1.512 -0.203
C 10.7911 -0.9878 -3.3647 0.162 0.608 1.179 -0.225
C 10.0104 0.4356 -3.6419 -0.144 -0.639 -0.785 -0.214
C 8.6532 0.0601 -4.5284 0.119 1.184 0.621 -0.221
C 7.4976 1.2481 -4.4686 -0.505 -1.329 -0.467 -0.222
C 6.1731 0.6915 -5.3192 0.559 0.458 0.638 -0.216
C 5.1326 1.9472 -5.4858 -0.006 0.106 0.135 -0.228
C 3.9959 1.9774 -4.3003 -0.421 0.523 -0.446 -0.190
C 2.9805 0.6906 -4.2811 -2.239 -3.352 -0.861 -0.065
C 2.6575 -0.0484 -5.7126 -1.812 -1.210 2.583 0.010
C 1.6353 -1.3341 -5.8981 0.679 1.650 4.644 0.028
C 0.9344 -1.9054 -4.5043 1.468 2.005 -0.613 -0.010
C 1.2239 -1.1829 -3.0237 1.012 0.777 -2.400 0.010
C 2.2472 0.0913 -2.9040 -0.243 -1.242 -2.562 -0.021
C 2.6353 0.8398 -1.4979 0.498 0.172 -0.550 -0.122
C 1.8841 2.3294 -1.3740 1.714 0.655 -1.123 -0.249
O 1.6233 2.7389 0.0114 -1.644 -1.829 -1.545 -0.268
Si 0.1755 2.0248 0.6861 -0.408 0.436 1.403 0.468
C 0.4809 0.5345 1.8855 -0.343 -1.122 0.911 -0.214
C -1.1527 1.4596 -0.5825 -1.118 -0.501 -1.563 -0.204
C -0.6431 3.4217 1.7991 0.959 0.195 -0.002 -0.211
C 0.4369 -1.8320 -1.7441 0.743 -0.492 3.968 -0.194
O 0.8011 -1.7883 -0.4622 -1.994 0.157 -7.621 -0.040
C -0.9564 -2.6974 -2.0694 -3.648 -2.151 -0.968 0.014
C -2.1457 -2.8593 -0.9153 0.051 -1.228 -2.536 0.042
C -3.5259 -3.7294 -1.1476 3.530 -0.353 -3.914 -0.227
P -4.9211 -3.9451 0.1433 -1.271 -0.058 0.771 0.380
O -6.2008 -4.9139 -0.6137 2.729 1.574 0.003 -0.294
O -4.3477 -4.8474 1.5537 0.157 1.681 -2.877 -0.289
S -5.7486 -2.2581 0.6955 1.054 -0.946 -0.368 0.279
C -3.7368 -4.4869 -2.6059 3.256 2.161 0.320 0.052
C -2.6119 -4.3394 -3.8129 -0.371 2.137 3.564 0.019
C -2.9136 -5.1309 -5.2170 -1.015 -0.662 0.131 -0.194
F -2.7372 -4.3222 -6.4454 -0.419 -2.566 3.819 0.005
F -4.3291 -5.6568 -5.2638 3.983 2.000 0.276 -0.029
C -1.9620 -6.5012 -5.1812 0.170 -2.005 0.494 -0.047
F -2.7781 -7.7528 -5.3498 2.253 3.877 0.597 -0.048
F -1.3152 -6.6317 -3.8222 -1.995 0.416 -4.055 -0.051
C -1.2396 -3.4428 -3.5190 -1.294 0.040 1.586 0.051
C -0.0626 -3.2371 -4.6728 1.240 -2.066 -3.110 -0.180
O 0.1464 -4.0601 -5.7049 -1.656 4.747 6.242 -0.037
H 10.7425 -5.0434 0.8762 -0.044 0.150 -2.476 0.105
H 10.2051 -5.9131 -0.7743 0.759 2.049 1.062 0.107
H 9.9707 -4.0031 -0.5329 1.255 -1.903 0.573 0.087
H 12.7029 -4.1261 -2.8074 -1.856 0.529 1.536 0.135
H 10.8071 -3.8520 -2.5429 2.008 -0.137 1.012 0.120
H 12.4535 -2.3112 -0.3494 -0.419 -0.251 -2.569 0.126
H 13.1016 -1.8359 -2.1004 -1.752 -0.936 1.254 0.108
H 9.8941 -1.7164 -1.3638 2.117 1.035 -0.457 0.109
H 11.1078 -0.2073 -1.1943 -0.343 -2.134 -0.909 0.107
H 11.8659 -0.9397 -3.8251 -1.984 -0.133 0.908 0.107
H 10.2357 -1.9039 -3.8362 0.975 1.841 0.753 0.100
H 10.7427 1.1381 -4.2318 -1.589 -1.262 0.995 0.108
H 9.7408 1.0119 -2.6403 0.400 -1.447 -2.043 0.112
H 8.9358 -0.0842 -5.6764 -0.559 0.040 2.573 0.125
H 8.2374 -0.9407 -4.0436 0.662 2.113 -1.281 0.117
H 7.1443 1.4492 -3.3475 0.924 -0.327 -2.409 0.121
H 7.8650 2.2397 -4.9730 -0.535 -1.892 1.083 0.111
H 5.7082 -0.1735 -4.6669 0.725 1.691 -1.462 0.115
H 6.5198 0.2268 -6.3578 -0.773 1.142 2.212 0.121
H 5.7569 2.9599 -5.3876 -1.442 -2.182 -0.210 0.120
H 4.6155 1.9836 -6.5352 0.982 -0.173 1.982 0.098
H 3.3207 2.9365 -4.5033 1.360 -2.013 0.558 0.132
H 4.5630 2.1715 -3.2900 -1.351 -0.709 -1.787 0.105
H 3.1471 0.3772 -6.6881 -1.022 -0.940 2.180 0.088
H 1.3944 -1.8438 -6.9459 0.652 1.265 2.664 0.115
H 2.4866 0.1977 -0.5311 -0.110 1.053 -2.117 0.104
H 3.8078 1.0584 -1.5584 -2.589 -0.548 0.118 0.117
H 2.6974 3.0971 -1.7935 -1.862 -1.529 0.959 0.126
H 0.9661 2.4299 -2.1044 1.609 -0.422 1.674 0.119
H 1.4631 -0.0683 1.6684 -1.949 1.060 0.560 0.037
H 0.4325 0.8629 3.0319 0.368 -0.622 -2.523 0.055
H -0.4521 -0.1977 1.7490 2.107 1.416 0.221 0.042
H -1.8649 0.5841 -0.1921 1.706 1.920 -0.629 0.058
H -0.6884 1.0674 -1.6101 -1.134 0.881 2.118 0.041
H -1.8684 2.3733 -0.8022 1.453 -1.805 0.183 0.058
H -1.7202 3.0891 2.1136 2.025 0.879 -0.554 0.053
H 0.0677 3.5452 2.7503 -1.745 -0.088 -1.971 0.057
H -0.6062 4.4088 1.1548 -0.421 -1.796 1.525 0.033
H -1.9283 -2.2973 0.1064 -0.656 -1.387 -2.371 0.107
H -6.4966 -4.4616 -1.4749 0.740 -0.576 1.970 0.089
H -3.5714 -4.3508 1.9745 -1.537 -0.707 -1.000 0.084
H -4.7123 -5.1182 -2.7857 2.338 1.355 0.298 0.104
H -1.1378 -6.5131 -6.0120 -1.589 0.089 1.890 0.177
C 0.9402 9.9701 4.3948 0.131 0.191 0.017 -0.118
C -0.1226 9.6982 3.3425 -0.157 -0.088 0.040 -0.276
C -0.4261 8.2094 3.1564 -0.098 -0.024 -0.111 -0.227
C 0.7479 7.3546 2.6653 0.092 0.026 0.112 -0.225
C 1.3709 7.7961 1.3390 0.086 -0.154 0.083 -0.270
C 0.4060 7.7267 0.1659 0.033 0.129 -0.178 -0.112
H 1.9051 9.5362 4.1167 -0.077 0.024 0.069 0.066
H 1.0848 11.0488 4.5138 0.041 -0.138 0.055 0.070
H 0.6434 9.5604 5.3656 0.066 0.006 -0.083 0.076
H 0.1780 10.1498 2.3910 -0.034 -0.056 0.027 0.099
H -1.0476 10.2048 3.6437 0.077 -0.052 -0.096 0.105
H -1.2668 8.1073 2.4602 0.065 -0.019 0.052 0.101
H -0.7766 7.7969 4.1114 0.032 0.056 -0.084 0.110
H 0.4021 6.3179 2.5667 0.037 0.093 -0.006 0.089
H 1.5313 7.3375 3.4320 -0.071 -0.002 -0.039 0.102
H 2.2250 7.1414 1.1237 -0.067 0.106 0.072 0.105
H 1.7773 8.8105 1.4232 -0.038 -0.072 0.035 0.099
H 0.0206 6.7104 0.0366 -0.014 0.088 0.015 0.063
H 0.9168 8.0144 -0.7588 -0.133 -0.054 0.053 0.070
H -0.4419 8.4042 0.3002 0.030 -0.085 -0.034 0.067
C -11.7803 0.3260 4.0775 -0.123 0.199 0.000 -0.118
C -11.7805 -0.7214 2.9758 0.011 -0.181 0.035 -0.276
C -10.5348 -1.6110 2.9835 0.001 -0.096 -0.122 -0.227
C -9.2058 -0.8848 2.7453 0.002 0.087 0.117 -0.229
C -9.1152 -0.0950 1.4375 0.143 -0.014 0.097 -0.272
C -9.2361 -0.9657 0.1968 -0.067 0.033 -0.208 -0.126
H -10.9513 1.0309 3.9654 -0.064 -0.063 0.056 0.066
H -12.7107 0.9026 4.0488 0.127 -0.019 0.079 0.069
H -11.7046 -0.1434 5.0636 0.036 0.064 -0.074 0.075
H -11.8958 -0.2318 2.0028 0.035 -0.056 0.032 0.099
H -12.6627 -1.3605 3.1039 0.091 0.050 -0.077 0.104
H -10.6603 -2.3966 2.2292 0.039 0.056 0.062 0.102
H -10.4755 -2.1298 3.9490 -0.023 0.054 -0.082 0.109
H -8.3982 -1.6273 2.7676 -0.050 0.054 -0.032 0.093
H -9.0090 -0.2029 3.5808 -0.022 -0.058 -0.034 0.102
H -8.1441 0.4153 1.4088 -0.119 -0.012 0.047 0.102
H -9.8757 0.6938 1.4105 0.048 -0.051 0.051 0.099
H -8.4574 -1.7348 0.1819 -0.148 0.060 0.006 0.012
H -9.1238 -0.3540 -0.7043 -0.017 -0.127 0.042 0.072
H -10.2108 -1.4585 0.1430 0.066 0.008 -0.012 0.067
C -5.6179 -3.9423 4.5418 -0.140 -0.101 0.023 -0.107
C -5.3071 -2.5009 4.9115 0.023 0.104 -0.125 -0.265
C -3.8568 -2.1008 4.6289 -0.001 0.120 0.134 -0.228
C -2.7945 -2.8774 5.4153 -0.037 -0.112 -0.046 -0.230
C -2.9288 -2.8134 6.9385 0.140 -0.120 -0.053 -0.274
C -2.7839 -1.4073 7.4988 -0.081 0.060 0.187 -0.116
H -5.0286 -4.6480 5.1345 -0.041 0.014 -0.047 0.071
H -6.6754 -4.1583 4.7259 0.126 -0.055 -0.055 0.075
H -5.4154 -4.1268 3.4819 -0.096 0.013 0.233 0.036
H -5.5534 -2.3301 5.9650 0.065 0.045 -0.040 0.100
H -5.9665 -1.8434 4.3319 0.084 -0.025 0.077 0.094
H -3.7441 -1.0283 4.8266 0.031 -0.082 -0.045 0.103
H -3.6555 -2.2304 3.5576 -0.068 0.041 0.011 0.087
H -1.8062 -2.4950 5.1303 -0.056 -0.021 0.046 0.108
H -2.8093 -3.9290 5.1061 -0.008 0.049 0.013 0.098
H -2.1475 -3.4444 7.3810 -0.131 0.018 -0.067 0.105
H -3.8854 -3.2418 7.2591 0.070 0.018 -0.081 0.100
H -1.8154 -0.9761 7.2265 -0.101 0.005 0.000 0.075
H -2.8485 -1.4294 8.5916 0.025 0.089 -0.127 0.070
H -3.5732 -0.7442 7.1340 0.090 -0.012 0.028 0.066
```
Forces are in eV/Å.

Charge = 0
HOMO-LUMO gap = 0.2470 hartree
SMILES = COCCCCCCCCCCc1ccc2c(c1CCO[Si](C)(C)C)C(=O)c1cc(P(O)(O)=S)cc(C(F)(F)C(F)F)c1C2=O.CCCCCC.CCCCCC.CCCCCC
DFT total energy = -104362.1468 eV
E_LUMO = -2.46 eV